A cluster of 3 separate species, C24H26O14 in total. Source: the Open Molecules 2025 dataset; level of theory: wB97M-V/def2-TZVPD.

The geometry in ORCA input format:
```
! RIJCOSX wB97M-V def2-TZVPD def2/J DEFGRID3
* xyz 0 1
C 1.936 -4.207 -1.117
C 1.190 -3.083 -0.249
O 2.056 -2.143 0.425
C 3.044 -1.565 -0.449
C 2.458 -0.790 -1.724
O 1.144 -0.226 -1.546
C 1.117 0.823 -0.553
C -0.216 0.552 0.335
O -1.332 0.772 -0.572
C -2.486 0.001 -0.193
C -2.789 -1.259 -1.121
C -3.985 -2.049 -1.170
C -5.294 -1.747 -0.284
C -3.804 -3.244 -2.219
O -4.645 -3.939 -2.806
O -2.368 -3.389 -2.319
C -1.925 -2.009 -2.225
O -1.031 -1.630 -2.993
H 2.008 -3.797 -2.195
H 1.226 -5.113 -1.189
H 2.964 -4.484 -0.702
H 0.374 -2.580 -0.883
H 0.617 -3.643 0.584
H 3.867 -2.299 -0.786
H 3.604 -0.773 0.183
H 2.367 -1.545 -2.595
H 3.158 0.036 -2.098
H 2.059 0.920 0.079
H 0.894 1.812 -1.111
H -0.157 -0.535 0.723
H -0.226 1.226 1.257
H -3.431 0.647 -0.153
H -2.293 -0.384 0.877
H -5.525 -0.628 -0.452
H -5.154 -1.981 0.821
H -6.150 -2.347 -0.770
C 2.461 -0.832 5.532
C 2.359 -1.403 4.329
C 1.351 -2.465 4.057
O 1.279 -2.945 2.942
C 0.483 -2.890 5.160
C 0.587 -2.322 6.364
C 1.578 -1.240 6.629
O 1.632 -0.732 7.736
O -0.209 -2.708 7.399
O 3.171 -1.039 3.300
H 3.188 -0.058 5.742
H -0.233 -3.675 4.954
H 0.059 -2.149 8.154
H 2.895 -1.596 2.540
C 0.897 5.022 -3.647
C 0.453 5.979 -4.465
C -0.748 6.796 -4.127
O -1.113 7.674 -4.888
C -1.450 6.499 -2.874
C -1.009 5.540 -2.058
C 0.208 4.742 -2.384
O 0.592 3.886 -1.606
O -1.652 5.250 -0.894
O 1.080 6.250 -5.642
H 1.767 4.424 -3.880
H -2.330 7.087 -2.649
H -1.138 4.525 -0.488
H 0.570 6.979 -6.046
*
```

For the total energy, the calculation gives -1983.3070 Eh. Its structure (SMILES) is CCOCCOCCOCC1=C(C)C(=O)OC1=O.O=C1C=C(O)C(=O)C=C1O.O=C1C=C(O)C(=O)C=C1O. As for the strongest force on any atom: 0.0939 hartree/bohr.

These are the natural (NBO) partial charges, in e, on atoms 1 to 4:
1 C -0.665
2 C -0.089
3 O -0.560
4 C -0.112

A structure of composition C24H27BrO2RuS5. Source: the Open Molecules 2025 dataset; level of theory: wB97M-V/def2-TZVPD.

The geometry in ORCA input format:
```
! RIJCOSX wB97M-V def2-TZVPD def2/J DEFGRID3
* xyz -1 6
Ru 0.049 0.476 0.328
C -7.068 -1.866 -1.383
C -6.648 -2.127 0.070
C -6.376 -3.627 0.252
C -7.820 -1.746 0.976
C -5.387 -1.331 0.393
C -4.220 -1.564 -0.327
C -3.092 -0.833 -0.039
Br -1.498 -1.184 -1.040
C -2.997 0.171 0.952
O -1.909 0.841 1.145
C -4.188 0.381 1.704
C -5.321 -0.361 1.388
C -4.314 1.408 2.843
C -4.829 0.706 4.111
C -5.325 2.486 2.419
C -3.014 2.122 3.233
H -7.968 -2.437 -1.630
H -6.284 -2.157 -2.083
H -7.277 -0.806 -1.541
H -7.272 -4.211 0.023
H -6.076 -3.843 1.279
H -5.576 -3.968 -0.406
H -8.696 -2.342 0.710
H -8.086 -0.693 0.867
H -7.593 -1.934 2.027
H -4.185 -2.308 -1.113
H -6.214 -0.161 1.964
H -5.807 0.244 3.972
H -4.917 1.431 4.924
H -4.130 -0.072 4.424
H -6.309 2.061 2.208
H -4.979 2.998 1.520
H -5.439 3.229 3.213
H -2.236 1.420 3.529
H -3.234 2.781 4.078
H -2.610 2.716 2.417
S 1.276 -0.113 2.258
S 3.824 1.304 0.258
S 2.102 3.265 -0.268
S 0.621 2.160 -1.217
C 7.340 5.488 5.963
C 6.007 5.883 5.394
O 5.860 6.701 4.534
S 4.585 5.002 6.136
C 3.980 4.224 4.655
C 3.314 4.952 3.682
C 2.847 4.318 2.540
C 3.031 2.953 2.362
C 3.694 2.228 3.351
C 4.165 2.855 4.488
C 2.512 2.194 1.158
C 1.304 1.410 1.540
H 8.124 6.109 5.535
H 7.516 4.435 5.743
H 7.316 5.584 7.050
H 3.168 6.015 3.816
H 2.320 4.894 1.791
H 3.846 1.166 3.211
H 4.686 2.287 5.249
*
```

As for the expectation value of S²: 8.78. For the total energy, the calculation gives -5741.0554 Eh. As for the strongest force on any atom: 0.0075 hartree/bohr.

These are the natural (NBO) partial charges, in e, on atoms 1 to 4:
1 Ru 0.734
2 C -0.594
3 C -0.069
4 C -0.594

A structure of composition C24H27Cl2O2PSbZr. Source: the Open Molecules 2025 dataset; level of theory: wB97M-V/def2-TZVPD.

The geometry in ORCA input format:
```
! RIJCOSX wB97M-V def2-TZVPD def2/J DEFGRID3
* xyz 3 1
C -1.226 -3.688 -3.236
C -0.675 -2.580 -2.423
H -2.291 -3.879 -3.085
H -0.651 -4.611 -3.112
H -1.004 -3.384 -4.269
O -1.011 -2.177 -1.254
Cl 2.534 -0.912 -3.354
Zr 0.770 -1.120 -1.771
P 0.013 1.372 -2.205
C -1.453 2.432 -1.923
C 1.337 2.488 -1.607
H 0.774 0.580 -4.385
H 0.671 2.355 -4.339
H -0.817 1.339 -4.518
C 0.166 1.428 -4.031
H 2.243 1.909 -1.373
H 1.578 3.239 -2.377
H -1.533 3.233 -2.681
H -1.410 2.898 -0.927
H 1.021 3.001 -0.686
H -2.371 1.828 -1.963
C -0.869 0.113 0.115
O -2.025 0.100 0.292
Cl 2.096 -1.481 0.226
C -0.285 4.079 5.485
C 0.530 4.226 4.348
C 0.648 3.175 3.422
C -0.031 1.978 3.664
C -0.854 1.819 4.778
C -0.980 2.881 5.692
Sb 0.533 0.287 2.379
C 2.380 -0.032 3.544
C 3.623 0.232 2.963
C 4.806 -0.010 3.681
C 4.737 -0.452 5.011
C 3.488 -0.641 5.615
C 2.312 -0.428 4.879
C -0.723 -1.290 3.241
C -0.151 -2.481 3.702
C -0.944 -3.441 4.352
C -2.322 -3.223 4.509
C -2.900 -2.051 4.005
C -2.101 -1.095 3.358
H -0.372 4.896 6.206
H 1.079 5.159 4.183
H 1.288 3.288 2.539
H -1.382 0.881 4.958
H -1.614 2.754 6.569
H 3.683 0.619 1.946
H 5.784 0.139 3.208
H 5.652 -0.641 5.579
H 3.418 -0.949 6.661
H 1.352 -0.573 5.376
H 0.919 -2.669 3.575
H -0.485 -4.354 4.741
H -2.938 -3.964 5.022
H -3.974 -1.875 4.115
H -2.573 -0.192 2.971
*
```

For the total energy, the calculation gives -2629.1817 Eh. As for the strongest force on any atom: 0.1103 hartree/bohr.

These are the natural (NBO) partial charges, in e, on atoms 1 to 4:
1 C -0.749
2 C 0.253
3 H 0.281
4 H 0.317

A structure of composition C24H27F4N3S3SiTc. Source: the Open Molecules 2025 dataset; level of theory: wB97M-V/def2-TZVPD.

The geometry in ORCA input format:
```
! RIJCOSX wB97M-V def2-TZVPD def2/J DEFGRID3
* xyz 0 4
Tc 0.081 -0.652 0.115
C -2.386 -2.198 1.157
N -0.917 -2.198 1.271
C -0.446 -3.561 0.951
C -0.538 -1.868 2.672
C 0.944 -1.542 2.799
N 1.277 -0.621 1.724
C 2.439 0.069 1.675
C 2.604 0.968 0.604
F 1.561 1.036 -0.305
C 3.721 1.737 0.409
F 3.781 2.553 -0.650
C 4.784 1.663 1.285
C 4.664 0.785 2.347
F 5.683 0.668 3.206
C 3.536 0.019 2.556
F 3.517 -0.814 3.614
H -2.824 -2.959 1.811
H -2.661 -2.414 0.127
H -2.786 -1.221 1.423
H -0.909 -4.283 1.633
H 0.632 -3.620 1.044
H -0.714 -3.810 -0.073
H -0.792 -2.705 3.330
H -1.127 -0.999 2.972
H 1.553 -2.447 2.727
H 1.116 -1.105 3.785
H 5.675 2.254 1.140
C -5.193 3.509 -2.136
Si -4.285 1.853 -2.150
C -5.502 0.423 -1.953
C -3.332 1.693 -3.767
C -3.133 1.829 -0.637
C -3.264 2.745 0.399
C -2.431 2.702 1.515
C -1.470 1.719 1.584
N -1.323 0.812 0.613
C -2.120 0.867 -0.485
S -1.649 -0.365 -1.606
H -5.761 3.611 -3.063
H -4.499 4.350 -2.080
H -5.900 3.592 -1.308
H -6.188 0.377 -2.801
H -6.100 0.515 -1.044
H -4.962 -0.525 -1.911
H -3.869 2.171 -4.590
H -3.184 0.644 -4.021
H -2.346 2.152 -3.692
H -4.017 3.521 0.332
H -2.523 3.423 2.314
H -0.797 1.637 2.430
S 3.536 -3.436 0.585
C 4.046 -2.264 -0.567
C 5.404 -1.974 -0.760
C 5.783 -0.973 -1.630
C 4.822 -0.264 -2.344
C 3.479 -0.572 -2.206
C 3.075 -1.570 -1.323
S 1.405 -2.126 -1.260
H 6.145 -2.544 -0.214
H 6.833 -0.745 -1.765
H 5.122 0.521 -3.026
H 2.732 -0.041 -2.781
*
```

As for the expectation value of S²: 3.79. For the total energy, the calculation gives -3059.3498 Eh. The energy above the lowest of the compared OMol25 structures with the same formula, charge and spin is 48.0 kcal per mole. As for the strongest force on any atom: 0.0243 hartree/bohr.

These are the Mulliken partial charges, in e, on atoms 1 to 4:
1 Tc -0.724
2 C -1.297
3 N 0.897
4 C -1.147

A cluster of 2 separate species, C24H27F5N3O2 in total. Source: the Open Molecules 2025 dataset; level of theory: wB97M-V/def2-TZVPD.

The geometry in ORCA input format:
```
! RIJCOSX wB97M-V def2-TZVPD def2/J DEFGRID3
* xyz 1 1
C 3.641 2.210 2.759
N 3.111 0.953 2.285
C 2.315 0.154 3.057
O 2.041 0.331 4.241
C 1.881 -1.030 2.178
C 0.387 -1.018 1.859
C -0.440 -1.119 3.104
C -0.962 0.014 3.728
F -0.750 1.231 3.168
C -1.652 -0.055 4.934
F -2.083 1.067 5.542
C -1.875 -1.300 5.525
F -2.546 -1.386 6.689
C -1.405 -2.456 4.901
F -1.636 -3.662 5.456
C -0.683 -2.348 3.716
F -0.158 -3.478 3.165
N 2.747 -0.865 1.009
C 2.735 -1.764 0.009
C 3.476 -1.613 -1.154
C 3.463 -2.495 -2.230
C 4.327 -2.366 -3.373
C 4.385 -3.396 -4.349
C 5.185 -3.267 -5.481
C 5.976 -2.122 -5.666
C 5.968 -1.114 -4.693
C 5.168 -1.232 -3.558
C 3.514 0.395 1.004
C 3.107 1.347 -0.129
C 5.040 0.202 0.979
H 3.195 2.442 3.728
H 4.732 2.155 2.857
H 3.408 3.007 2.042
H 2.112 -1.974 2.709
H 0.142 -0.085 1.334
H 0.174 -1.870 1.202
H 2.096 -2.641 0.166
H 4.118 -0.742 -1.234
H 2.868 -3.407 -2.142
H 3.782 -4.293 -4.184
H 5.209 -4.072 -6.219
H 6.608 -2.021 -6.549
H 6.603 -0.232 -4.804
H 5.187 -0.437 -2.810
H 2.051 1.627 -0.021
H 3.730 2.248 -0.071
H 3.247 0.896 -1.114
H 5.370 -0.333 1.878
H 5.372 -0.357 0.101
H 5.521 1.189 0.958
O -1.691 -2.650 -4.713
C -1.049 -3.708 -4.023
C 0.405 -3.290 -3.946
N 0.496 -1.997 -3.314
H -2.545 -2.974 -5.041
H -1.453 -3.772 -3.004
H -1.112 -4.657 -4.572
H 1.004 -4.064 -3.437
H 0.796 -3.144 -4.962
H -0.249 -1.859 -2.639
H 1.403 -1.813 -2.906
*
```

For the total energy, the calculation gives -1744.5313 Eh. As for the strongest force on any atom: 0.0499 hartree/bohr.

These are the natural (NBO) partial charges, in e, on atoms 1 to 4:
1 C -0.421
2 N -0.453
3 C 0.682
4 O -0.575

A cluster of 4 separate species, C24H27F9N2O8 in total. Source: the Open Molecules 2025 dataset; level of theory: wB97M-V/def2-TZVPD.

The geometry in ORCA input format:
```
! RIJCOSX wB97M-V def2-TZVPD def2/J DEFGRID3
* xyz 0 1
C 1.595 3.848 0.423
C 0.372 4.707 0.074
C -0.967 4.058 0.322
C -2.084 4.887 0.610
C -3.338 4.380 0.810
C -4.501 5.298 1.081
C -5.405 5.457 -0.140
O -5.932 4.566 -0.736
O -5.574 6.752 -0.558
C -3.532 2.974 0.775
N -4.764 2.462 1.041
C -4.866 1.166 0.964
C -3.768 0.329 0.639
N -2.562 0.778 0.426
C -2.431 2.136 0.493
C -1.163 2.707 0.259
H 2.382 4.459 0.845
H 2.003 3.393 -0.479
H 1.356 3.061 1.136
H 0.410 4.944 -0.993
H 0.394 5.666 0.591
H -1.941 5.960 0.662
H -4.126 6.280 1.364
H -5.112 4.883 1.884
H -5.548 7.340 0.205
H -5.834 0.716 1.153
H -3.925 -0.743 0.581
H -0.335 2.050 0.025
C 6.125 1.971 5.432
C 4.665 2.062 5.050
O 4.311 3.400 4.636
C 4.633 3.727 3.395
O 5.177 3.043 2.582
C 4.153 5.162 3.099
F 4.467 6.000 4.090
F 2.819 5.168 2.951
F 4.698 5.617 1.977
H 6.363 2.704 6.203
H 6.347 0.975 5.814
H 6.768 2.164 4.574
H 4.026 1.856 5.906
H 4.408 1.358 4.260
C -1.134 -1.764 -2.074
C -2.415 -2.065 -2.818
O -2.527 -3.470 -3.134
C -2.946 -4.250 -2.151
O -3.252 -3.922 -1.044
C -3.034 -5.706 -2.651
F -1.937 -6.049 -3.337
F -4.092 -5.850 -3.460
F -3.171 -6.544 -1.632
H -0.270 -2.112 -2.641
H -1.044 -0.691 -1.911
H -1.116 -2.259 -1.104
H -2.434 -1.555 -3.778
H -3.293 -1.749 -2.255
C 1.498 -8.523 -4.243
C 1.707 -7.036 -4.060
O 1.918 -6.700 -2.673
C 3.138 -6.903 -2.204
O 4.082 -7.329 -2.800
C 3.203 -6.459 -0.728
F 2.155 -6.917 -0.037
F 3.197 -5.121 -0.658
F 4.314 -6.906 -0.155
H 0.678 -8.870 -3.615
H 1.262 -8.740 -5.284
H 2.392 -9.081 -3.967
H 0.815 -6.487 -4.353
H 2.540 -6.667 -4.657
*
```

For the total energy, the calculation gives -2541.0368 Eh. Its structure (SMILES) is CCc1cc(CC(=O)O)c2nccnc2c1.CCOC(=O)C(F)(F)F.CCOC(=O)C(F)(F)F.CCOC(=O)C(F)(F)F. The energy above the lowest of the compared OMol25 structures with the same formula, charge and spin is 0.0 kcal per mole. As for the strongest force on any atom: 0.0095 hartree/bohr.

These are the natural (NBO) partial charges, in e, on atoms 1 to 4:
1 C -0.613
2 C -0.426
3 C -0.003
4 C -0.143

A structure of composition C24H27FN4O3. Source: the Open Molecules 2025 dataset; level of theory: wB97M-V/def2-TZVPD.

The geometry in ORCA input format:
```
! RIJCOSX wB97M-V def2-TZVPD def2/J DEFGRID3
* xyz 0 1
C 3.878 1.195 0.980
C 2.606 1.368 1.639
C 2.638 1.196 3.056
C 1.568 1.522 3.800
C 0.511 1.738 3.025
C 0.355 1.831 1.811
N -0.846 1.834 1.267
C -0.848 1.725 -0.133
O -1.682 1.222 -0.804
C 0.109 2.752 -0.693
H 0.053 3.591 0.047
H 0.158 2.790 -1.634
C 1.571 2.137 -0.505
N 1.483 1.657 1.165
C 2.649 3.072 -0.730
H 2.747 3.857 0.286
H 3.424 2.817 -1.159
H 2.148 3.879 -1.423
C 1.520 0.741 -1.340
O 1.914 1.185 -2.335
N 1.140 -0.345 -1.022
C 0.874 -0.836 0.497
C 1.991 -1.471 1.015
C 1.873 -1.930 2.304
C 0.853 -2.368 2.758
C -0.492 -1.714 2.092
C -0.314 -0.932 0.757
H -1.256 -0.865 0.466
H -1.406 -1.656 2.687
F 0.556 -2.608 3.966
H 2.835 -2.527 2.693
H 3.109 -1.412 0.350
C 0.951 -1.332 -2.058
H 1.124 -0.672 -3.106
H 1.870 -1.931 -2.021
C -0.364 -2.301 -1.971
O -0.095 -3.478 -2.301
N -1.623 -1.354 -1.931
H -1.485 -0.510 -1.845
C -2.709 -2.178 -1.997
C -3.838 -1.259 -3.072
H -3.263 -0.768 -3.656
H -4.397 -1.959 -3.387
C -4.252 -0.215 -2.133
H -5.210 -0.176 -2.271
H -3.824 0.561 -2.255
C -4.240 -0.897 -0.775
H -5.241 -1.032 -0.366
H -3.551 -0.439 -0.039
C -3.399 -2.280 -0.716
H -2.763 -2.622 -0.047
H -4.161 -3.191 -0.954
H -2.547 -3.335 -2.735
H -0.642 1.891 3.700
H 1.489 1.584 4.883
H 3.493 1.147 3.724
H 3.852 0.819 -0.094
H 4.579 0.479 1.580
H 4.527 2.001 0.963
*
```

For the total energy, the calculation gives -1474.5387 Eh. The energy above the lowest of the compared OMol25 structures with the same formula, charge and spin is 581.5 kcal per mole. As for the strongest force on any atom: 0.3430 hartree/bohr.

These are the natural (NBO) partial charges, in e, on atoms 1 to 4:
1 C -0.670
2 C 0.285
3 C -0.300
4 C -0.135

A structure of composition C24H27MnNOSi. Source: the Open Molecules 2025 dataset; level of theory: wB97M-V/def2-TZVPD.

The geometry in ORCA input format:
```
! RIJCOSX wB97M-V def2-TZVPD def2/J DEFGRID3
* xyz 0 6
C 1.051 1.852 0.169
C 0.085 1.983 -0.887
C -1.225 1.831 -0.309
H 0.293 2.235 -1.922
C -1.063 1.616 1.098
C 0.342 1.611 1.394
H 0.780 1.528 2.383
H 2.126 1.979 0.068
H -2.165 1.961 -0.834
H -1.866 1.560 1.835
Mn -0.082 0.010 0.000
C -1.367 -3.345 -5.026
H -2.116 -3.359 -4.234
H -1.718 -2.743 -5.875
H -0.416 -2.941 -4.669
Si -0.164 -1.187 -2.851
C 1.603 -0.986 -3.388
C 2.373 0.197 -3.337
H 1.981 1.080 -2.832
C 3.637 0.244 -3.929
H 4.216 1.168 -3.908
C 4.170 -0.884 -4.553
H 5.137 -0.837 -5.047
C 3.459 -2.083 -4.532
H 3.874 -2.977 -4.993
C 2.208 -2.144 -3.923
H 1.675 -3.092 -3.863
C -1.250 0.069 -3.688
C -0.853 0.731 -4.871
H 0.127 0.514 -5.301
C -1.693 1.655 -5.495
H -1.385 2.117 -6.431
C -2.926 1.979 -4.934
H -3.585 2.690 -5.425
C -3.311 1.383 -3.734
H -4.267 1.638 -3.281
C -2.484 0.446 -3.115
H -2.793 -0.009 -2.171
H -0.676 -2.592 -2.737
H -1.167 -4.381 -5.354
O -1.509 -1.449 0.005
C -0.929 -2.789 0.281
C 0.255 -2.621 1.185
C 0.668 -3.685 1.991
C 1.600 -3.460 2.998
C 2.041 -2.155 3.217
C 1.608 -1.135 2.371
N 0.757 -1.362 1.336
H -2.470 -1.450 0.148
H -1.704 -3.390 0.781
H -0.665 -3.243 -0.691
H 0.191 -4.655 1.816
H 1.947 -4.283 3.616
H 2.714 -1.904 4.029
H 1.944 -0.109 2.530
*
```

As for the expectation value of S²: 8.76. For the total energy, the calculation gives -2501.0889 Eh. The energy above the lowest of the compared OMol25 structures with the same formula, charge and spin is 0.0 kcal per mole. As for the strongest force on any atom: 0.0779 hartree/bohr.

These are the natural (NBO) partial charges, in e, on atoms 1 to 4:
1 C -0.385
2 C -0.347
3 C -0.383
4 H 0.251